1.
Here is a structure of composition C15H20Cl2IrN2Se from OMol25. Energies are from the ωB97M-V functional and the def2-TZVPD basis.

Summary:
Relative energy (zero: lowest compared OMol25 entry of this formula, charge and spin), kcal per mole: 18.1
Total charge: -1
Spin multiplicity: 5
E, eV: -112086.576
HOMO level (spin up / spin down), eV: -1.180 / -4.574

Last column: natural (NBO) charge in e.
Cartesian coordinates (Å):
H 0.68004 -5.52223 -2.41960  0.192
C 0.05409 5.13683 3.30460  -0.231
N 1.36032 2.31207 1.28250  -0.579
C 1.29607 -3.59205 0.34260  -0.435
C 0.86199 4.01653 3.09057  -0.269
C 1.69280 -4.17809 -1.01484  -0.423
C -0.58917 -3.90758 -1.77922  -0.409
H -2.10090 2.46371 -0.98074  0.223
H 2.59187 -4.80170 -0.95478  0.188
H 2.19008 -3.24532 0.87470  0.201
C -0.77644 -2.75717 -0.73698  -0.371
C 0.91320 2.08652 0.03127  0.254
H -1.92424 5.04996 0.46563  0.220
C -0.93651 5.52996 2.39134  -0.236
H -1.20300 3.92336 -1.53643  0.187
H 0.22873 -1.96188 1.41726  0.237
H 0.14723 -5.69495 -0.75096  0.179
C 0.47044 -4.95640 -1.50060  -0.400
H -1.33646 -3.10385 0.15845  0.238
H 1.89215 -3.36549 -1.72697  0.236
Se 1.63510 1.03378 -1.32845  -0.061
H -0.65547 2.27171 -2.04230  0.258
C -1.10793 2.87053 -1.23781  -0.419
C 0.38137 -2.37096 0.28987  -0.434
H -1.53390 6.41788 2.62189  0.208
Cl -0.94389 0.02753 0.87850  -0.662
Cl 1.20040 -1.29762 -3.02963  -0.573
H -1.63368 -4.27286 -1.84000  0.201
H 0.79645 -4.40041 0.93366  0.163
H -2.61295 -1.40859 -0.98701  0.210
Ir 0.04821 -0.89439 -1.09514  0.874
H 0.18166 5.73167 4.21789  0.207
C 0.62515 3.28667 1.91438  0.203
C -0.37680 3.66461 1.02764  0.114
H -0.33987 -3.42597 -2.73581  0.223
C -1.17136 4.78952 1.21747  -0.241
H -1.86858 -2.06673 -2.60653  0.196
N -0.20850 2.84592 -0.09762  -0.384
H 1.63327 3.66263 3.76152  0.212
H 2.11374 1.76001 1.73045  0.433
C -1.67470 -1.65715 -1.55077  -0.730



2.
Here is a structure of composition C23H19N5O3S7Zr from OMol25. Energies are from the ωB97M-V functional and the def2-TZVPD basis.

Summary:
Total charge: 0
E, eV: -114882.816
HOMO level, eV: -6.761

Last column: natural (NBO) charge in e.
Cartesian coordinates (Å):
S 0.52943 -2.53868 1.40797  -0.264
H -1.01843 -2.11045 -0.94071  0.245
N -0.34696 -0.26097 3.23287  -0.277
H -2.91007 2.84751 -6.69213  0.197
C -3.13864 -0.91308 -6.26663  -0.257
S -0.46078 -1.31271 -5.75547  0.271
C -0.28105 -0.93148 -4.02295  -0.104
C 4.43491 -4.37893 1.14853  0.196
C 2.21389 -2.95095 1.13658  -0.394
H -3.41077 -2.26826 4.83485  0.235
H 1.10546 1.27839 -1.88505  0.226
N 2.07452 0.73979 2.74284  -0.494
H -0.85379 1.56635 -6.17693  0.225
C -2.43866 -0.64735 2.57828  -0.037
H -1.35982 -2.66533 -3.34189  0.239
C -4.22663 -0.10658 -6.57252  0.042
N -4.15124 1.21019 -6.71830  -0.402
H 2.40500 0.20682 6.04912  0.232
S -4.10027 -1.10318 2.83607  0.337
S 2.86130 -0.52658 -0.01230  -0.289
C 2.66832 0.55985 5.06274  -0.216
H 0.13991 -0.47492 5.21298  0.211
N -1.62181 -0.64870 3.57913  -0.398
S 4.76807 -2.78217 0.44378  0.322
H 0.61548 4.46515 0.37546  0.202
H 4.55219 1.41488 5.62402  0.229
C 0.55466 0.42171 -2.24580  0.082
C -0.63702 -1.46818 -1.72283  0.091
C -0.30939 4.52163 0.94192  -0.277
C 1.79949 0.34592 3.99688  0.167
H 5.01945 2.22046 3.29816  0.234
C 3.14086 -2.14811 0.58623  -0.390
H -1.15996 4.58362 0.26599  0.198
C 4.11479 1.67920 3.53383  -0.248
C -1.89648 -0.31806 -6.10820  -0.142
H -3.26140 -1.98137 -6.15378  0.231
H -5.12249 -1.79474 4.82812  0.230
C -0.81464 -1.77527 -3.06247  -0.255
C -2.95562 1.77146 -6.56568  0.039
H -0.30300 5.36654 1.62246  0.202
N 0.03370 -0.38685 -1.31790  -0.501
C 3.21182 1.39894 2.52376  0.101
O -0.46649 3.34831 1.77473  -0.473
H 3.40961 1.68300 1.49997  0.234
H -3.86727 -0.58920 5.18957  0.230
S 2.74130 -4.54297 1.64821  0.329
H -5.20731 -0.55051 -6.70368  0.198
C -4.10872 -1.46921 4.59932  -0.748
C 0.42522 0.18667 -3.60125  -0.250
H 0.88417 0.86069 -4.31019  0.233
O 5.26805 -5.22856 1.30422  -0.569
C -0.00837 2.20501 1.34274  0.441
C 0.47171 -0.20870 4.21522  0.087
C -1.80427 1.05912 -6.27012  -0.258
S -2.09703 -0.26111 0.91805  -0.200
C 3.85161 1.23405 4.82052  -0.135
Zr 0.48390 0.06074 1.05519  1.561
O 0.55958 2.10716 0.21648  -0.717



Q: Which formula does entry 1 have?
A: C15H20Cl2IrN2Se